Record 1
The following is a quantum chemistry calculation of 7 unconnected molecules or ions with the total composition C38H31BBrFNO13S, from OMol25.

Summary:
Gap between HOMO and LUMO, Eh: 0.1725
E_LUMO, eV: -6.97
Energy, Ha: -5595.8729
Charge: +1

Last column: Löwdin charge in e.
Element x y z (Å)
C (5.34956, -0.70196, 4.27075)  -0.09
N (4.71957, -2.05945, 4.04079)  -0.19
C (5.66427, -3.04532, 3.38988)  -0.08
B (3.37424, -1.97720, 3.34484)  -0.62
O (3.13047, -1.68212, 1.91926)  0.02
S (1.82948, -2.33805, 4.41492)  0.86
F (2.47984, -3.34797, 5.68694)  -0.33
Br (0.31616, -3.53059, 3.23771)  0.57
H (4.95108, 0.13906, 3.55363)  0.10
H (6.53853, -0.72598, 4.30386)  0.13
H (5.02448, -0.36499, 5.36888)  0.11
H (6.71664, -2.57938, 3.08911)  0.12
H (5.91184, -3.86502, 4.22036)  0.12
H (5.17957, -3.66066, 2.49494)  0.11
H (2.46816, -0.92801, 1.85722)  0.14
C (-2.48071, -1.20965, 0.96970)  0.02
C (-3.78389, -1.06326, 0.71159)  0.04
C (-4.58335, -0.01498, 1.37581)  -0.37
O (-5.77661, 0.11844, 1.14167)  0.13
C (-3.88696, 0.86577, 2.33452)  0.04
C (-2.58379, 0.71938, 2.59262)  0.03
C (-1.78433, -0.32889, 1.92840)  -0.39
O (-0.59106, -0.46232, 2.16255)  0.01
H (-1.87995, -1.97382, 0.49179)  0.12
H (-4.30898, -1.70082, 0.01044)  0.13
H (-4.48772, 1.62994, 2.81243)  0.11
H (-2.05869, 1.35694, 3.29378)  0.12
C (4.37892, -2.52781, -1.40188)  0.03
C (3.12208, -2.47594, -0.95023)  0.02
C (1.97368, -2.67494, -1.85620)  -0.37
O (0.82294, -2.62565, -1.44405)  0.08
C (2.26785, -2.93496, -3.27946)  0.03
C (3.52469, -2.98683, -3.73110)  0.03
C (4.67309, -2.78782, -2.82514)  -0.38
O (5.82384, -2.83712, -3.23729)  0.11
H (5.23256, -2.38335, -0.75097)  0.12
H (2.88987, -2.28691, 0.09100)  0.08
H (1.41421, -3.07942, -3.93037)  0.10
H (3.75691, -3.17586, -4.77234)  0.11
C (3.27331, 4.91654, 5.64857)  0.03
C (4.29183, 4.05235, 5.69451)  0.03
C (4.11662, 2.64021, 5.30162)  -0.37
O (5.04781, 1.84806, 5.34526)  0.06
C (2.77346, 2.22069, 4.85471)  0.02
C (1.75494, 3.08488, 4.80877)  0.03
C (1.93015, 4.49703, 5.20166)  -0.37
O (0.99896, 5.28917, 5.15802)  0.12
H (3.38460, 5.95550, 5.93393)  0.13
H (5.28320, 4.34478, 6.01932)  0.13
H (2.66217, 1.18173, 4.56935)  0.10
H (0.76358, 2.79246, 4.48395)  0.12
C (3.14409, -1.04636, -8.48551)  0.03
C (2.95107, -1.76092, -7.37264)  0.03
C (1.61560, -2.28035, -7.01777)  -0.35
O (1.43763, -2.93277, -5.99836)  0.06
C (0.50268, -1.98111, -7.94063)  0.02
C (0.69570, -1.26656, -9.05350)  0.03
C (2.03117, -0.74712, -9.40836)  -0.38
O (2.20914, -0.09471, -10.42777)  0.11
H (4.11697, -0.65736, -8.76017)  0.13
H (3.75730, -1.98951, -6.68593)  0.11
H (-0.47020, -2.37011, -7.66597)  0.10
H (-0.11052, -1.03797, -9.74020)  0.13
C (-3.16292, -1.70500, -5.79893)  0.03
C (-4.16858, -1.79523, -4.92324)  0.02
C (-5.55658, -1.48115, -5.31568)  -0.38
O (-6.47737, -1.56154, -4.51431)  0.11
C (-5.79030, -1.06533, -6.71292)  0.03
C (-4.78465, -0.97510, -7.58861)  0.03
C (-3.39664, -1.28918, -7.19617)  -0.37
O (-2.47586, -1.20880, -7.99754)  0.09
H (-2.13903, -1.93103, -5.52727)  0.12
H (-4.01355, -2.09949, -3.89503)  0.12
H (-6.81420, -0.83930, -6.98458)  0.13
H (-4.93968, -0.67084, -8.61682)  0.13
C (-5.56427, 6.13718, 5.70342)  0.03
C (-4.54575, 5.27298, 5.74936)  0.02
C (-4.72097, 3.86084, 5.35647)  -0.39
O (-3.78977, 3.06870, 5.40011)  0.07
C (-6.06413, 3.44132, 4.90956)  0.01
C (-7.08265, 4.30552, 4.86362)  0.03
C (-6.90744, 5.71766, 5.25651)  -0.38
O (-7.83863, 6.50980, 5.21287)  0.11
H (-5.45299, 7.17613, 5.98878)  0.13
H (-3.55439, 5.56541, 6.07417)  0.12
H (-6.17541, 2.40236, 4.62420)  0.12
H (-8.07401, 4.01309, 4.53880)  0.13

***

Record 2
The following is a quantum chemistry calculation of a molecular structure, C35H42BrCl5O2RuSi, from OMol25.

Summary:
2S+1: 2
Gap between HOMO and LUMO (spin up / spin down), Eh: 0.2583 / 0.2593
E_LUMO (spin up / spin down), eV: 2.19 / 2.31
<S²>: 0.770
Energy relative to the best compared isomer or geometry (same formula, charge and spin), kcal per mole: 31.3
Energy, Ha: -6768.7570
Charge: -1

Last column: Löwdin charge in e.
Element x y z (Å)
Ru (1.03170, 0.07188, 0.09497)  1.20
C (0.25699, 2.66670, -0.64541)  -0.07
C (-0.89125, 2.06246, -1.18405)  -0.14
C (-1.49319, 1.28851, -0.12633)  -0.14
C (-0.67409, 1.46412, 1.01752)  -0.16
C (0.38977, 2.36982, 0.73569)  -0.26
C (1.13472, 3.21709, 1.75919)  -0.55
C (2.50890, 2.63393, 2.09933)  -0.08
C (0.30343, 3.29911, 3.04756)  -0.05
C (1.31249, 4.64178, 1.21670)  -0.06
C (-2.80586, 0.51669, 0.07511)  -0.51
C (-2.52632, -0.93027, 0.51645)  -0.05
C (-3.73733, 0.44589, -1.13269)  -0.05
C (-3.59279, 1.20063, 1.21615)  -0.05
C (-1.34182, 2.40738, -2.61053)  -0.49
C (-0.27623, 3.26586, -3.31989)  -0.09
C (-1.58054, 1.15146, -3.48696)  -0.04
C (-2.59695, 3.31234, -2.55369)  -0.04
H (0.92001, 3.32260, -1.18369)  0.09
H (-0.96109, 1.15549, 2.00896)  0.10
H (2.40287, 1.59054, 2.39257)  0.02
H (2.96743, 3.18876, 2.92330)  0.09
H (3.17096, 2.68131, 1.23351)  0.08
H (0.25682, 2.32823, 3.54383)  0.08
H (-0.71450, 3.62946, 2.83060)  0.09
H (0.75714, 4.01265, 3.73930)  0.08
H (1.96936, 4.65295, 0.34584)  0.08
H (1.75871, 5.27737, 1.98502)  0.08
H (0.34987, 5.06910, 0.92878)  0.09
H (-2.00332, -1.47388, -0.26624)  0.07
H (-3.47305, -1.43721, 0.73161)  0.08
H (-1.90860, -0.95951, 1.41334)  0.05
H (-3.23950, -0.00844, -1.98620)  0.06
H (-4.10641, 1.43150, -1.40664)  0.06
H (-4.60156, -0.17170, -0.87824)  0.08
H (-3.11990, 1.02143, 2.18111)  0.07
H (-4.60619, 0.79248, 1.26509)  0.08
H (-3.65889, 2.27957, 1.05903)  0.09
H (0.67817, 2.75061, -3.39764)  0.02
H (-0.13017, 4.21771, -2.80572)  0.08
H (-0.62576, 3.48856, -4.32967)  0.08
H (-1.20240, 0.25963, -2.99069)  0.05
H (-1.05499, 1.24051, -4.44034)  0.08
H (-2.63716, 1.00763, -3.71430)  0.07
H (-2.55514, 3.95829, -1.67442)  0.09
H (-3.52277, 2.74620, -2.52352)  0.05
H (-2.63520, 3.95468, -3.43685)  0.08
Cl (4.01765, -0.37226, 2.19435)  0.70
C (4.29693, 0.08403, 0.54850)  -0.69
C (3.20322, 0.38247, -0.25683)  -0.24
C (3.49742, 0.60577, -1.60107)  -0.68
Cl (2.15749, 0.83582, -2.66599)  0.78
C (4.78503, 0.59867, -2.12165)  -0.71
Cl (5.06656, 0.86966, -3.80149)  0.66
C (5.85739, 0.37301, -1.26429)  -0.71
Cl (7.47301, 0.41481, -1.86156)  0.65
C (5.60892, 0.09828, 0.07776)  -0.71
Cl (6.93386, -0.19853, 1.14295)  0.65
C (-0.92500, -4.62073, 3.17830)  -0.19
Si (-0.23950, -3.02955, 3.93493)  0.42
C (-1.64787, -2.16237, 4.85999)  -0.20
C (1.08123, -3.50585, 5.20255)  -0.20
C (0.39994, -1.92260, 2.63579)  -0.24
C (0.76178, -1.16623, 1.74943)  -0.20
H (-1.19398, -5.34413, 3.95176)  0.02
H (-0.18515, -5.08449, 2.52341)  0.03
H (-1.81497, -4.41450, 2.58064)  0.02
H (-2.10243, -2.82175, 5.60371)  0.02
H (-2.42939, -1.84655, 4.16560)  0.02
H (-1.28342, -1.27246, 5.37738)  0.02
H (0.68172, -4.19782, 5.94765)  0.02
H (1.45786, -2.62549, 5.72692)  0.02
H (1.93021, -3.98815, 4.71422)  0.02
Br (-1.20519, -6.63358, -5.20509)  0.69
C (-0.63298, -5.17639, -4.11622)  -0.69
C (0.67241, -5.14926, -3.65622)  -0.12
C (1.07512, -4.08924, -2.86009)  -0.01
C (0.18510, -3.07312, -2.53431)  -0.11
C (-1.11802, -3.11778, -3.01856)  -0.01
C (-1.53766, -4.17480, -3.81035)  -0.12
C (0.62966, -1.93233, -1.65884)  -0.64
O (1.71440, -1.97007, -1.05575)  -0.03
O (-0.15518, -0.94922, -1.54006)  -0.15
H (1.35194, -5.94889, -3.91686)  0.10
H (2.08330, -4.03568, -2.47084)  0.12
H (-1.79948, -2.31423, -2.77424)  0.11
H (-2.54830, -4.21634, -4.19234)  0.10

***

Record 3
The following is a quantum chemistry calculation of 2 unconnected molecules or ions with the total composition CHClO3, from OMol25.

Summary:
Gap between HOMO and LUMO, Eh: 0.3404
E_LUMO, eV: 0.15
Energy relative to the best compared isomer or geometry (same formula, charge and spin), kcal per mole: 92.2
Energy, Ha: -724.4393
Charge: 0

Last column: Löwdin charge in e.
Element x y z (Å)
C (0.37894, 0.52181, -0.70044)  -0.80
O (1.15947, -0.30736, -0.58160)  0.14
O (-0.54569, -1.17788, 0.89751)  -0.12
O (-1.05834, -0.02194, 0.46332)  -0.24
Cl (-0.17853, 1.81544, -1.44186)  0.93
H (0.24416, -0.83008, 1.36307)  0.10

***

Record 4
The following is a quantum chemistry calculation of 2 unconnected molecules or ions with the total composition C7H9NOSi2, from OMol25.

Summary:
Gap between HOMO and LUMO, Eh: 0.3408
E_LUMO, eV: -0.45
Energy relative to the best compared isomer or geometry (same formula, charge and spin), kcal per mole: 46.7
Energy, Ha: -981.0750
Charge: 0

Last column: Löwdin charge in e.
Element x y z (Å)
C (3.25355, -0.08703, -1.43684)  -0.33
C (-2.09967, 1.82902, -1.76481)  -0.06
C (-1.11408, 2.73196, -1.33659)  -0.09
C (-1.90337, 0.51476, -1.42701)  -0.08
C (-0.03892, 2.35207, -0.58016)  -0.13
C (-0.70048, 0.05253, -0.86010)  -0.05
C (0.24240, 1.00199, -0.37699)  -0.32
N (4.00056, -0.56472, -2.17080)  -0.12
O (1.36758, -0.91732, 1.30933)  -0.49
Si (1.83821, -2.27439, 2.16523)  0.60
Si (1.63448, 0.48650, 0.68052)  0.67
H (-3.09675, 2.01078, -2.09009)  0.10
H (-1.37750, 3.80114, -1.55985)  0.12
H (-2.45625, -0.21211, -1.84858)  0.07
H (0.73975, 3.15423, -0.36195)  0.13
H (-0.56660, -0.97680, -0.57482)  0.10
H (0.91511, -1.96070, 3.47758)  -0.01
H (3.21762, -2.28584, 2.34626)  -0.08
H (1.36330, -3.45709, 1.40142)  -0.05
H (2.46911, 1.53347, 1.40343)  0.01

***

Question: charge of number 1 (C38H31BBrFNO13S)?
Answer: +1